Record 1
{
  "formula": "C4H8N2O",
  "method": "ωB97M-V/def2-TZVPD",
  "symbols": ["C", "C", "N", "C", "C", "N", "O", "H", "H", "H", "H", "H", "H", "H", "H"],
  "positions_angstrom": [[-2.585, -0.121, 0.985], [2.875, 0.010, 0.117], [0.363, 0.047, 0.377], [-1.689, -0.014, -0.224], [0.854, 0.103, -0.792], [0.850, 0.492, -1.952], [-2.069, 0.165, -1.345], [0.504, -0.806, 0.900], [-0.054, 0.509, -2.423], [-2.384, -1.060, 1.505], [-2.342, 0.704, 1.658], [-3.640, -0.066, 0.700], [2.919, -0.169, 1.184], [3.240, -0.804, -0.499], [3.158, 1.010, -0.190]],
  "mulliken_charge": [-1.030, -0.979, -0.466, 0.660, 0.376, -0.561, -0.431, 0.304, 0.312, 0.289, 0.279, 0.331, 0.289, 0.319, 0.308],
  "homo_lumo_gap_ev": [7.149, 7.791],
  "homo_ev": [-7.0, -7.5],
  "lumo_energy_ha": [0.0050, 0.0091],
  "spin_multiplicity": 1,
  "e_tot_ev": -9300.149
}

Record 2
{
  "formula": "C36H93N3O12",
  "method": "ωB97M-V/def2-TZVPD",
  "symbols": ["C", "O", "H", "H", "H", "H", "C", "O", "H", "H", "H", "H", "C", "O", "H", "H", "H", "H", "C", "O", "H", "H", "H", "H", "C", "O", "H", "H", "H", "H", "C", "O", "H", "H", "H", "H", "C", "O", "H", "H", "H", "H", "C", "O", "H", "H", "H", "H", "C", "O", "H", "H", "H", "H", "C", "C", "C", "C", "C", "C", "N", "O", "C", "C", "C", "H", "H", "H", "H", "H", "H", "H", "H", "H", "H", "H", "H", "H", "H", "H", "H", "H", "H", "H", "C", "C", "C", "C", "C", "C", "N", "O", "C", "C", "C", "H", "H", "H", "H", "H", "H", "H", "H", "H", "H", "H", "H", "H", "H", "H", "H", "H", "H", "H", "C", "C", "C", "C", "C", "C", "N", "O", "C", "C", "C", "H", "H", "H", "H", "H", "H", "H", "H", "H", "H", "H", "H", "H", "H", "H", "H", "H", "H", "H"],
  "positions_angstrom": [[-3.873, 3.612, -0.623], [-2.957, 4.217, -1.510], [-4.093, 4.239, 0.240], [-4.746, 3.156, -1.090], [-3.363, 2.747, -0.198], [-2.299, 4.589, -0.919], [5.475, 2.570, -0.651], [4.823, 2.777, -1.902], [5.982, 1.605, -0.667], [6.282, 3.300, -0.582], [4.781, 2.711, 0.178], [4.014, 3.291, -1.852], [0.930, -2.519, 5.737], [1.294, -3.741, 5.084], [1.114, -1.583, 5.210], [-0.156, -2.613, 5.754], [1.482, -2.471, 6.676], [0.985, -3.604, 4.186], [-3.260, -1.274, 4.351], [-3.244, -2.657, 4.331], [-3.715, -1.026, 5.310], [-2.296, -0.777, 4.244], [-3.975, -0.926, 3.605], [-4.088, -3.017, 4.049], [-4.607, 1.107, -2.990], [-4.122, 0.135, -3.902], [-4.271, 2.056, -3.407], [-5.685, 1.029, -2.847], [-4.163, 0.945, -2.008], [-4.440, -0.727, -3.623], [-5.775, -0.884, 0.870], [-5.895, -2.015, 0.018], [-5.958, 0.077, 0.389], [-6.486, -0.931, 1.695], [-4.767, -0.862, 1.286], [-5.282, -1.865, -0.706], [-1.511, 2.203, -4.641], [-2.594, 2.126, -5.576], [-0.686, 2.865, -4.903], [-1.838, 2.531, -3.654], [-1.095, 1.210, -4.473], [-3.140, 1.351, -5.424], [5.544, -2.169, -1.570], [4.814, -1.844, -2.796], [5.135, -1.661, -0.697], [5.439, -3.251, -1.489], [6.606, -1.924, -1.556], [5.019, -0.924, -2.979], [-0.880, -4.426, 1.811], [-0.737, -3.444, 2.809], [-0.689, -5.375, 2.312], [-1.909, -4.383, 1.453], [-0.170, -4.075, 1.062], [-1.622, -3.302, 3.154], [2.703, -1.934, -7.651], [2.275, -1.597, -6.160], [0.751, -1.084, -6.112], [-0.162, -2.294, -6.466], [0.087, -3.418, -5.456], [1.550, -3.915, -5.324], [2.420, -2.728, -5.265], [3.720, -3.083, -5.083], [1.658, -4.666, -3.970], [1.809, -4.972, -6.465], [2.999, -0.385, -5.530], [2.593, -1.084, -8.325], [2.201, -2.775, -8.130], [3.768, -2.165, -7.643], [0.625, -0.543, -5.174], [0.452, -0.438, -6.937], [0.004, -2.581, -7.504], [-1.190, -1.955, -6.336], [-0.494, -4.303, -5.718], [-0.297, -3.131, -4.477], [1.648, -3.964, -3.136], [0.792, -5.319, -3.865], [2.576, -5.250, -3.905], [2.872, -5.141, -6.641], [1.498, -5.988, -6.226], [1.334, -4.703, -7.408], [2.618, 0.549, -5.942], [4.074, -0.457, -5.692], [2.824, -0.323, -4.456], [3.980, -2.528, -4.344], [-0.703, 1.534, -0.264], [-0.456, 0.037, -0.055], [0.270, -0.619, -1.298], [1.741, -0.084, -1.326], [2.527, -0.525, -0.109], [1.878, -0.163, 1.261], [0.355, -0.227, 1.213], [-0.308, -0.084, 2.393], [2.404, -1.125, 2.339], [2.394, 1.233, 1.690], [-1.862, -0.584, -0.033], [-1.149, 1.776, -1.229], [0.223, 2.095, -0.391], [-1.290, 1.939, 0.561], [0.070, -1.680, -1.452], [-0.107, -0.179, -2.221], [1.673, 0.998, -1.441], [2.225, -0.468, -2.225], [3.501, -0.063, -0.275], [2.732, -1.596, -0.097], [2.088, -0.815, 3.335], [2.058, -2.153, 2.234], [3.489, -1.221, 2.302], [1.830, 1.939, 1.079], [2.159, 1.427, 2.736], [3.461, 1.329, 1.487], [-2.310, -0.358, 0.935], [-1.867, -1.673, 0.004], [-2.676, -0.336, -0.715], [-0.302, -1.010, 2.645], [-2.779, 2.418, 4.178], [-1.945, 3.598, 4.492], [-2.256, 4.128, 5.989], [-1.688, 3.304, 7.080], [-0.144, 3.463, 6.930], [0.393, 2.941, 5.528], [-0.443, 3.383, 4.410], [0.071, 3.245, 3.123], [1.784, 3.560, 5.404], [0.635, 1.361, 5.533], [-2.261, 4.732, 3.447], [-3.801, 2.664, 4.470], [-2.363, 1.623, 4.797], [-2.641, 2.017, 3.174], [-1.772, 5.097, 6.111], [-3.326, 4.324, 6.054], [-1.921, 2.246, 6.958], [-2.119, 3.575, 8.045], [0.223, 2.829, 7.737], [0.087, 4.499, 7.177], [2.376, 3.568, 6.319], [2.251, 3.154, 4.506], [1.673, 4.635, 5.261], [-0.268, 0.764, 5.661], [1.164, 0.992, 4.655], [1.275, 1.118, 6.382], [-1.963, 4.431, 2.443], [-1.878, 5.735, 3.634], [-3.317, 4.926, 3.259], [-0.112, 2.325, 2.920]],
  "mulliken_charge": [-0.491, -0.506, 0.366, 0.351, -0.016, 0.311, -0.295, -0.522, 0.153, 0.317, 0.100, 0.297, -0.133, -0.579, -0.130, 0.205, 0.362, 0.270, -0.243, -0.571, 0.398, -0.081, 0.105, 0.316, -0.217, -0.495, 0.280, 0.433, -0.176, 0.245, -0.170, -0.519, 0.233, 0.328, -0.132, 0.299, -0.273, -0.579, 0.390, 0.029, 0.132, 0.325, -0.548, -0.500, 0.082, 0.287, 0.311, 0.198, -0.751, -0.112, 0.224, 0.301, 0.197, 0.178, -1.883, 1.509, -0.752, -0.796, -1.087, 1.416, 1.086, -0.553, -1.835, -1.806, -1.586, 0.424, 0.286, 0.389, 0.050, 0.275, 0.357, 0.444, 0.415, 0.295, 0.201, 0.475, 0.379, 0.362, 0.451, 0.344, 0.380, 0.417, 0.052, 0.499, -0.923, 2.522, -1.390, -0.194, -0.830, 1.590, 0.033, 1.198, -1.667, -1.024, -2.153, 0.003, 0.389, -0.291, 0.279, 0.204, 0.445, -0.331, 0.038, 0.342, 0.031, 0.422, 0.377, 0.396, -0.462, 0.387, 0.181, 0.513, -0.040, -0.121, -1.149, 1.558, -1.301, -0.616, -1.202, 1.650, 0.243, -0.445, -2.030, -1.045, -1.977, 0.501, 0.007, 0.135, 0.359, 0.526, 0.265, 0.377, 0.450, 0.335, 0.374, 0.206, 0.532, 0.330, -0.217, 0.578, 0.311, 0.408, 0.453, 0.266],
  "homo_lumo_gap_ev": 7.771,
  "smiles": "CC1(C)CCCC(C)(C)N1O.CC1(C)CCCC(C)(C)N1O.CC1(C)CCCC(C)(C)N1O.CO.CO.CO.CO.CO.CO.CO.CO.CO",
  "homo_ev": -7.7,
  "lumo_energy_ha": 0.0014,
  "spin_multiplicity": 1,
  "e_tot_ev": -67870.290
}

Record 3
{
  "formula": "C4H14N2S",
  "method": "ωB97M-V/def2-TZVPD",
  "symbols": ["N", "C", "C", "N", "H", "H", "H", "H", "H", "H", "H", "H", "H", "C", "C", "S", "H", "H", "H", "H", "H"],
  "positions_angstrom": [[-2.159, -1.319, 0.335], [-1.430, -1.362, -0.947], [-1.764, -0.116, -1.774], [-0.772, -0.017, -2.842], [-2.343, -2.249, 0.700], [-1.634, -0.776, 1.016], [-0.104, -1.186, 1.253], [-0.328, -1.364, -0.789], [-1.709, -2.249, -1.514], [-2.781, -0.262, -2.152], [-1.779, 0.739, -1.080], [-1.039, 0.759, -3.444], [0.088, 0.308, -2.403], [2.688, 1.788, 1.698], [1.941, 0.458, 1.798], [0.291, 0.684, 1.122], [3.723, 1.681, 2.028], [2.174, 2.520, 2.327], [2.642, 2.166, 0.668], [1.878, 0.111, 2.838], [2.417, -0.312, 1.163]],
  "mulliken_charge": [-0.425, -0.306, -0.355, -0.608, 0.284, 0.054, 0.278, 0.128, 0.416, 0.380, 0.207, 0.269, 0.212, -1.182, -0.280, 0.065, 0.339, 0.358, 0.380, 0.405, 0.381],
  "homo_lumo_gap_ev": [6.513, 4.309],
  "charge": 1,
  "homo_ev": [-13.0, -12.9],
  "lumo_energy_ha": [-0.2366, -0.3175],
  "spin_multiplicity": 2,
  "e_tot_ev": -18179.116
}

Listing energy relative to the best compared isomer or geometry (same formula, charge and spin) for the structures above in their given order: 6.244, 4.621, 3.294 eV.